[1]
Molecular formula: C41H32Cl4N4O6V
Method: DFT, wB97M-V/def2-TZVPD

Last column: Löwdin charge in e.
Element x y z (Å)
1 H -3.672 2.221 2.157  0.080
2 C 1.589 -0.233 -1.997  -0.604
3 H -0.262 -3.630 3.451  0.061
4 Cl -1.851 3.000 4.246  0.659
5 C 0.502 3.147 -0.240  -0.221
6 C 5.206 0.603 -2.769  -0.024
7 H 3.904 2.896 -2.620  0.074
8 C -2.216 1.376 -1.811  -0.142
9 H 1.905 -2.846 -3.021  0.070
10 H -8.037 -0.236 1.831  0.092
11 C 3.066 -0.393 -2.333  -0.048
12 N -1.188 1.669 -1.025  0.039
13 H 5.825 1.492 -2.861  0.105
14 O 0.558 -0.737 1.941  -0.154
15 O 0.788 -0.117 -2.922  0.038
16 H 2.275 2.192 -2.668  0.087
17 C 3.264 2.111 -2.212  -0.017
18 H 2.348 -2.934 -1.335  0.095
19 O -1.229 -1.258 -0.283  -0.191
20 C -0.482 -4.795 -0.485  -0.062
21 C 0.874 -0.592 4.299  -0.603
22 H -0.718 4.873 -2.031  0.085
23 H 3.573 3.394 2.100  0.080
24 O -1.225 1.161 1.958  -0.169
25 C 1.983 2.192 1.312  -0.133
26 O 1.369 -0.198 -0.738  -0.074
27 C -2.787 2.273 -2.694  -0.099
28 C 4.971 -1.771 -2.824  -0.027
29 C -1.115 -3.440 1.512  -0.401
30 Cl -0.487 2.106 6.943  0.589
31 C -5.777 2.179 2.705  -0.103
32 H 2.250 1.292 1.856  0.121
33 H -3.627 1.978 -3.307  0.077
34 H 7.807 0.084 -3.006  0.065
35 C 1.221 4.373 -0.149  -0.047
36 C 5.778 -0.648 -2.962  -0.291
37 C -0.658 0.882 3.101  -0.377
38 C 2.305 4.471 0.677  -0.119
39 H -3.819 -1.959 -0.390  0.125
40 C 0.286 -0.204 3.095  -0.397
41 C 3.620 -1.662 -2.512  -0.199
42 C -6.992 1.483 2.610  -0.127
43 V -0.300 0.289 0.393  1.071
44 C -0.616 2.921 -1.079  -0.209
45 H -0.877 -1.754 -2.807  0.103
46 C -5.941 -0.155 1.270  -0.211
47 C -0.510 -3.873 -2.686  -0.127
48 H -6.272 -2.018 0.266  0.139
49 H 5.404 -2.759 -2.957  0.105
50 C -0.817 -2.630 -2.176  -0.019
51 H 3.324 -3.796 -2.542  0.072
52 H -5.738 3.089 3.292  0.091
53 Cl 1.969 -1.940 4.261  0.665
54 H -0.375 -3.985 -3.757  0.097
55 H 7.361 -0.874 -4.418  0.070
56 H 0.908 -3.887 2.129  0.075
57 C -0.984 -2.430 -0.787  -0.326
58 C 2.759 -2.883 -2.346  -0.026
59 H -0.280 -5.144 2.519  0.073
60 H -0.342 -5.641 0.182  0.100
61 C -0.852 -3.566 0.054  -0.096
62 C 7.233 -0.785 -3.335  -0.075
63 N 0.922 2.079 0.522  0.012
64 N -3.736 -0.140 0.660  0.154
65 C 2.721 3.354 1.436  -0.100
66 H -2.590 0.365 -1.708  0.093
67 C -0.325 -4.972 -1.848  -0.130
68 H 2.845 5.409 0.743  0.087
69 H 3.138 2.295 -1.143  0.070
70 C -1.158 3.887 -1.971  -0.044
71 H -0.058 -5.941 -2.252  0.081
72 C -4.315 -1.187 0.180  -0.154
73 C -0.821 1.601 4.282  -0.598
74 C -2.226 3.564 -2.761  -0.116
75 C -0.201 1.209 5.482  -0.726
76 N -5.654 -1.266 0.502  0.107
77 Cl 1.387 -0.410 6.970  0.591
78 C -4.722 0.539 1.354  -0.210
79 H 0.908 5.229 -0.732  0.086
80 C 0.631 0.106 5.492  -0.726
81 H -7.867 1.873 3.117  0.084
82 C -4.630 1.721 2.082  -0.002
83 O -2.114 -2.904 1.940  0.088
84 H 7.676 -1.674 -2.880  0.067
85 C -0.114 -4.063 2.464  -0.036
86 C -7.098 0.302 1.893  -0.052
87 C 3.858 0.748 -2.452  -0.192
88 H -2.633 4.304 -3.442  0.086

Computed properties:
Total charge   -2
Relative energy (zero: lowest compared OMol25 entry of this formula, charge and spin)   120.9 kJ/mol
Multiplicity   4
Highest occupied orbital energy (alpha / beta)   0.0003 / -0.0750 Ha
Kohn-Sham gap (alpha / beta)   0.15777 / 0.23307 hartree


[2]
Molecular formula: C9H15N3O6
Method: DFT, wB97M-V/def2-TZVPD

Last column: Löwdin charge in e.
Element x y z (Å)
1 C 0.445 -0.512 0.659  -0.409
2 C -2.197 2.342 -0.521  -0.419
3 C -3.165 1.213 0.146  -0.051
4 H 3.096 1.050 0.938  0.147
5 C -1.951 -1.126 0.661  -0.130
6 H 1.824 -1.410 -0.700  0.180
7 H 1.402 1.471 -1.188  0.071
8 C 2.975 0.008 0.490  -0.088
9 O 0.572 -0.294 1.879  0.066
10 C 4.255 -0.171 -0.298  -0.426
11 O -4.273 -1.789 -0.476  0.028
12 H -3.591 0.581 -0.523  0.060
13 H 2.910 -0.665 1.419  0.144
14 N 5.606 -0.018 0.223  0.123
15 H 6.050 0.778 -0.031  0.030
16 H -0.796 -1.282 -0.895  0.082
17 H -1.913 0.633 2.039  0.110
18 H -3.844 1.977 0.488  0.122
19 N 1.333 0.479 -1.371  0.042
20 O -2.426 -2.634 -1.245  0.156
21 C -2.563 0.295 1.226  -0.106
22 H -3.517 0.073 1.796  0.128
23 H 2.128 0.389 -2.079  0.099
24 H -1.848 -1.740 1.554  0.140
25 O -2.473 3.237 -1.227  0.133
26 O 3.952 -0.583 -1.414  0.040
27 N -0.706 -0.894 -0.039  0.112
28 C 1.640 -0.378 -0.213  -0.316
29 H 6.121 -0.910 0.052  0.114
30 H -4.492 -2.201 -1.405  0.171
31 H -0.717 1.594 0.268  0.017
32 C -2.875 -2.012 -0.395  -0.418
33 O -0.964 2.500 0.182  0.051

Computed properties:
Relative energy (zero: lowest compared OMol25 entry of this formula, charge and spin)   458.7 kJ/mol
Highest occupied orbital energy   -0.3552 Ha
Kohn-Sham gap   0.36969 hartree
SMILES   NC(=O)C[C@H](N)C(=O)N[C@@H](CCC(=O)O)C(=O)O


[3]
Molecular formula: C4H9NO2
Method: DFT, wB97M-V/def2-TZVPD

Last column: Löwdin charge in e.
Element x y z (Å)
1 H -1.260 -1.933 2.256  0.092
2 C 0.773 1.540 -1.133  -0.036
3 H -2.540 -1.587 1.189  0.095
4 H 0.977 -0.992 1.923  0.041
5 H 1.546 -0.865 -0.870  0.116
6 H 0.912 1.995 -2.122  0.091
7 H -0.767 0.216 -2.021  0.133
8 C 0.468 -0.271 1.310  -0.032
9 C 0.026 0.238 -1.307  -0.278
10 H 0.804 0.758 1.299  0.048
11 O -1.309 0.218 -0.088  -0.048
12 H 0.164 2.198 -0.521  0.087
13 O 0.790 -0.854 -1.490  0.051
14 H 1.767 1.429 -0.678  0.086
15 C -0.805 -0.506 0.902  -0.576
16 N -1.544 -1.586 1.351  0.129

Computed properties:
Relative energy (zero: lowest compared OMol25 entry of this formula, charge and spin)   299.2 kJ/mol
Highest occupied orbital energy   -0.2759 Ha
Kohn-Sham gap   0.31070 hartree


[4]
Molecular formula: C4H8Cl8
Method: DFT, wB97M-V/def2-TZVPD

Last column: Löwdin charge in e.
Element x y z (Å)
1 C 1.704 -0.059 -4.485  -0.949
2 Cl 0.111 0.071 -1.150  0.765
3 H 1.929 -1.088 -4.763  0.041
4 Cl 3.123 0.647 -3.631  0.551
5 Cl 1.203 1.072 -5.838  0.518
6 Cl -1.031 2.662 -0.803  0.645
7 H 0.536 -2.251 -0.022  -0.014
8 Cl -1.001 -1.924 1.845  0.561
9 C -0.077 1.391 -0.040  -0.965
10 C -1.354 1.344 4.316  -0.957
11 Cl -1.393 -3.224 -0.769  0.636
12 H -2.110 0.568 4.198  0.026
13 H 0.861 -0.245 -3.819  -0.024
14 H -1.504 1.790 5.300  0.040
15 Cl 0.259 0.522 4.228  0.469
16 Cl -1.520 2.557 3.034  0.537
17 H -0.506 0.997 0.881  -0.003
18 H 0.106 -3.800 0.794  0.047
19 C -0.242 -2.810 0.499  -1.004
20 H 0.907 1.779 0.224  0.078

Computed properties:
Total charge   +1
Relative energy (zero: lowest compared OMol25 entry of this formula, charge and spin)   32.6 kJ/mol
Multiplicity   2
Highest occupied orbital energy (alpha / beta)   -0.5153 / -0.5021 Ha
Kohn-Sham gap (alpha / beta)   0.40787 / 0.10391 hartree


[5]
Molecular formula: C5H13PS
Method: DFT, wB97M-V/def2-TZVPD

Last column: Löwdin charge in e.
Element x y z (Å)
1 C 0.730 -0.385 1.262  -0.131
2 H 1.187 1.817 -1.370  0.073
3 C 0.840 0.019 -0.208  -0.858
4 H -3.779 -1.021 -0.091  0.021
5 H -2.584 -1.082 1.233  0.015
6 H 1.658 -0.161 1.786  0.081
7 H 0.534 -1.454 1.354  0.074
8 H 0.248 2.081 0.104  0.044
9 H -3.887 0.129 1.262  0.020
10 H 2.929 -0.487 -0.426  0.082
11 P -0.760 -0.509 -1.090  0.672
12 C 1.976 -0.749 -0.883  -0.133
13 H 1.989 1.795 0.204  0.081
14 H 1.830 -1.823 -0.782  0.071
15 C -3.213 -0.437 0.628  -0.483
16 H 2.027 -0.510 -1.945  0.072
17 S -2.181 0.786 -0.252  0.464
18 H -0.076 0.162 1.748  0.060
19 H -0.544 0.308 -2.206  -0.089
20 C 1.078 1.522 -0.327  -0.137

Computed properties:
Relative energy (zero: lowest compared OMol25 entry of this formula, charge and spin)   67.5 kJ/mol
Highest occupied orbital energy   -0.3180 Ha
Kohn-Sham gap   0.34900 hartree
SMILES   CSPC(C)(C)C


[6]
Molecular formula: C32H34AsN4O2Rh
Method: DFT, wB97M-V/def2-TZVPD

Last column: Löwdin charge in e.
Element x y z (Å)
1 N 1.932 2.648 -0.491  0.039
2 C -2.361 -1.666 0.003  -0.160
3 H -0.460 -3.905 -6.905  0.104
4 H -3.119 -2.402 0.268  0.060
5 C -4.603 0.574 0.162  -0.170
6 C 0.968 0.057 1.558  -0.128
7 H -3.457 -1.045 2.918  0.060
8 C 4.075 3.887 -1.746  -0.008
9 O -1.782 1.268 0.289  -0.576
10 C 1.523 -3.143 3.003  -0.024
11 C -1.971 -0.987 -4.045  -0.184
12 C 1.747 -1.792 3.274  -0.255
13 H -3.768 -0.138 -4.835  0.092
14 C 1.306 -0.783 2.348  -0.108
15 H 2.047 1.221 -1.989  0.088
16 C 0.082 -2.867 -4.258  0.013
17 H 3.414 -2.117 6.211  0.128
18 C -1.117 3.536 3.755  -0.022
19 H 3.918 2.279 -3.184  0.124
20 Rh 0.341 1.451 0.372  1.164
21 C -1.148 -4.085 -6.076  -0.018
22 H -0.868 -5.038 -5.627  0.096
23 H -4.569 0.941 -0.862  0.042
24 N 0.104 3.015 1.760  0.026
25 H -3.805 -0.376 -3.099  0.084
26 C 2.454 3.766 0.014  -0.262
27 C -0.804 -0.874 -3.232  -0.118
28 C 2.883 -2.394 5.310  -0.007
29 C 3.162 -4.754 5.921  -0.168
30 C 3.530 2.718 -2.278  -0.022
31 O 0.221 0.518 -1.581  -0.168
32 H -2.935 -2.107 -5.575  0.129
33 C -0.269 4.621 3.987  -0.008
34 H -1.871 -0.236 3.007  0.041
35 H -4.939 1.374 0.819  0.054
36 H -1.591 0.905 -2.336  0.114
37 H 1.395 -1.392 -1.562  0.065
38 H 1.816 -5.161 3.670  0.127
39 N 1.965 4.343 1.157  0.150
40 H -2.265 -1.614 -1.081  0.028
41 H 0.868 -3.609 -4.345  0.134
42 H 3.947 5.302 -0.147  0.130
43 H 2.259 -1.189 -3.080  0.100
44 C 0.742 4.877 3.101  0.023
45 C 2.421 -1.426 4.439  -0.018
46 H 1.930 -2.806 -2.484  0.091
47 C -3.166 -0.068 -3.932  -0.027
48 C 2.485 2.133 -1.622  -0.089
49 H 1.414 5.711 3.251  0.131
50 H 0.992 -3.422 2.103  0.112
51 H -2.154 -4.167 -6.483  0.087
52 C -0.731 0.230 -2.334  -0.155
53 C -2.054 -2.025 -4.949  0.014
54 C 1.982 -4.112 3.874  -0.011
55 C 2.670 -3.740 5.026  -0.215
56 H -0.404 5.253 4.855  0.132
57 H 2.584 -0.377 4.648  0.119
58 C 1.517 -1.802 -2.560  -0.016
59 H -1.537 1.948 2.397  0.051
60 C -0.901 2.777 2.642  -0.107
61 N 3.554 -5.569 6.629  0.184
62 C 3.540 4.405 -0.595  0.020
63 H 2.487 5.156 1.446  0.153
64 C 0.922 4.044 1.987  -0.253
65 C -2.894 -0.155 2.640  -0.184
66 H -1.404 -1.949 0.440  0.046
67 As -2.857 0.037 0.730  1.055
68 C -1.042 -2.975 -5.078  -0.210
69 H -2.909 0.979 -3.793  0.080
70 H 4.911 4.378 -2.226  0.132
71 H -1.926 3.298 4.429  0.122
72 C 0.238 -1.838 -3.354  -0.162
73 H -5.288 -0.270 0.237  0.059
74 H -3.376 0.724 3.065  0.049

Computed properties:
Total charge   +2
Relative energy (zero: lowest compared OMol25 entry of this formula, charge and spin)   85.9 kJ/mol
Highest occupied orbital energy   -0.4784 Ha
Kohn-Sham gap   0.22950 hartree


- Which formula does entry 5 have?
  C5H13PS


- Which value of relative energy (zero: lowest compared OMol25 entry of this formula, charge and spin) does entry 1 give?
  120.9 kJ/mol


- Which of these has the highest relative energy (zero: lowest compared OMol25 entry of this formula, charge and spin)?
  C9H15N3O6